Record 1
Here is a molecular structure, C12H17FeN4OS2 at a distorted geometry from OMol25. Energies are from ωB97M-V with the def2-TZVPD basis set.

Structure (ORCA input):
```
! RIJCOSX wB97M-V def2-TZVPD def2/J DEFGRID3
* xyz 0 6
Fe 0.56041 -0.01891 1.10541
O 1.42641 -1.63893 0.28787
N 0.74386 -2.79039 0.52454
C 1.22768 -3.86086 -0.02757
C 0.66482 -5.11502 0.04165
C -0.63642 -5.16154 0.54187
C -1.21417 -4.05460 1.09571
C -0.51002 -2.83485 1.10245
S -1.20892 -1.37865 1.65789
H 2.15257 -3.56072 -0.59971
H 1.11830 -5.99608 -0.38384
H -1.20403 -6.04702 0.63919
H -2.21743 -4.00197 1.56672
S 0.67928 2.97712 4.29075
C 1.07764 1.68584 3.41176
N 1.24765 0.83184 2.63505
C 1.12310 3.23694 -0.04012
C 0.96808 2.17487 -1.14832
N 0.00799 1.14960 -0.68354
C -1.26661 1.84241 -0.42794
C -1.21086 2.98257 0.56309
N -0.18084 3.93022 0.19912
C -0.58883 0.51537 -3.09356
C -0.11803 0.01863 -1.75157
H 1.83369 4.03734 -0.36678
H 1.62994 2.81342 0.85309
H 1.87124 1.61689 -1.38959
H 0.38032 2.61607 -2.03458
H -1.95652 1.10744 0.05043
H -1.62281 2.25619 -1.44432
H -1.02611 2.59611 1.64564
H -2.16792 3.42472 0.59917
H -0.12070 4.66331 0.89498
H 0.09947 0.35272 -3.92884
H -1.57765 0.79223 -3.29746
H 0.87280 -0.48730 -1.78106
H -0.85735 -0.67501 -1.30759
*
```

Values from the calculation:
E in Eh: -2821.71775
HOMO (alpha / beta) in eV: -7.99 / -8.10

For reference, the Mulliken charges in units of e are:
1 Fe 0.472
2 O -0.801
3 N 0.528
4 C -0.010
5 C -0.900
6 C -0.091
7 C -0.815
8 C 0.655
9 S -0.352
10 H 0.360
11 H 0.381
12 H 0.411
13 H 0.344
14 S -0.402
15 C 0.680
16 N -0.784
17 C -0.745
18 C -0.676
19 N 0.643
20 C -0.670
21 C -0.593
22 N -0.430
23 C -1.097
24 C -0.308
25 H 0.431
26 H 0.206
27 H 0.362
28 H 0.465
29 H 0.262
30 H 0.346
31 H 0.073
32 H 0.479
33 H 0.295
34 H 0.300
35 H 0.395
36 H 0.376
37 H 0.212

---

Record 2
Here is 2 unconnected molecules or ions with the total composition C12H17N at a distorted geometry from OMol25. Energies are from ωB97M-V with the def2-TZVPD basis set.

Structure (ORCA input):
```
! RIJCOSX wB97M-V def2-TZVPD def2/J DEFGRID3
* xyz -1 2
C 1.78015 -1.31703 1.27678
C 1.15222 -2.63477 1.11573
H 1.15080 -0.80906 2.09215
H 2.88829 -1.29144 1.40244
H 1.58541 -0.71206 0.37086
H 1.53465 -3.29549 0.34469
H 1.27606 -3.26450 1.88612
H 0.19046 -2.60080 0.76182
C -1.71750 -0.54372 1.58019
C -3.03826 -0.86122 0.75289
C -0.80386 0.42463 1.02418
C -0.65378 1.70588 1.48642
C -0.27932 0.33297 -0.32317
C 0.50659 1.49353 -0.58925
C -0.23470 -0.71920 -1.20530
C 1.44470 1.47485 -1.67015
C 0.45869 -0.65323 -2.45808
C 1.31380 0.41514 -2.58218
N 0.31064 2.36797 0.54851
H -1.99085 -0.34276 2.64715
H -1.24414 -1.57048 1.49394
H -3.39982 0.13658 0.42618
H -1.00462 2.09379 2.32490
H 0.55328 3.32145 0.41263
H -0.79232 -1.58698 -1.08573
H 2.17540 2.31648 -1.83546
H 0.03235 -1.34297 -3.19432
H 2.14850 0.62863 -3.41922
H -3.85619 -1.41938 1.18804
H -2.99420 -1.54369 -0.10406
*
```

Values from the calculation:
E in Eh: -522.07005
Energy above the lowest of the compared OMol25 structures with the same formula, charge and spin in kJ/mol: 268.6
HOMO (alpha / beta) in eV: 0.60 / -3.16

For reference, the Mulliken charges in units of e are:
1 C -0.050
2 C -1.155
3 H 0.041
4 H 0.384
5 H -0.110
6 H 0.326
7 H 0.468
8 H 0.129
9 C -0.227
10 C -1.228
11 C 0.766
12 C -1.557
13 C 0.400
14 C 0.125
15 C -0.117
16 C -0.950
17 C -1.108
18 C 0.007
19 N -0.154
20 H 0.362
21 H -0.125
22 H 0.268
23 H 0.661
24 H 0.204
25 H 0.322
26 H 0.252
27 H 0.306
28 H 0.048
29 H 0.434
30 H 0.278

---

Record 3
Here is 2 unconnected molecules or ions with the total composition C12H17N at a distorted geometry from OMol25. Energies are from ωB97M-V with the def2-TZVPD basis set.

Structure (ORCA input):
```
! RIJCOSX wB97M-V def2-TZVPD def2/J DEFGRID3
* xyz 0 1
C 0.32064 2.57302 2.20363
C -0.60490 1.36974 0.01450
C -0.53618 1.60184 1.39212
C -1.31994 0.19976 -0.30463
C -1.35241 0.54834 1.92288
C -0.14627 2.12682 -1.08071
C -1.70192 -0.34104 -1.52040
C -0.48456 1.64068 -2.32512
C -1.24681 0.39722 -2.58652
N -1.69474 -0.35516 0.89337
H 0.37357 3.22580 -0.90900
H 0.61906 2.27264 3.18697
H -0.50502 3.43922 2.42705
H -1.46340 0.25123 2.98089
H -2.25851 -1.27323 1.01422
H -2.27317 -1.17841 -1.51351
H 0.00897 2.05863 -3.19256
H -1.30852 -0.04583 -3.65147
H 1.30745 2.70314 1.70480
C 0.93861 -2.30957 -0.28693
C 1.89318 -1.55996 -1.14406
C 0.95739 -1.97437 1.19746
H -0.06515 -2.18339 -0.59043
H 1.30572 -3.39210 -0.30501
H 1.48870 -0.54601 -1.22912
H 0.74896 -2.74211 1.81249
H 2.08378 -1.87128 1.48222
H 1.57517 -1.86963 -2.28647
H 2.93518 -1.71456 -0.92167
H 0.40509 -1.05139 1.61503
*
```

Values from the calculation:
E in Eh: -522.10366
Energy above the lowest of the compared OMol25 structures with the same formula, charge and spin in kJ/mol: 306.2
HOMO in eV: -7.78
SMILES: Cc1c[nH]c2ccccc12.CCC

For reference, the Mulliken charges in units of e are:
1 C -1.352
2 C 1.175
3 C 0.486
4 C -0.191
5 C -1.082
6 C -0.290
7 C -0.995
8 C -0.569
9 C -0.338
10 N 0.103
11 H 0.183
12 H 0.355
13 H 0.279
14 H 0.320
15 H 0.285
16 H 0.596
17 H 0.344
18 H 0.273
19 H 0.342
20 C 0.007
21 C -0.878
22 C -1.060
23 H 0.058
24 H 0.342
25 H 0.116
26 H 0.439
27 H 0.264
28 H 0.202
29 H 0.426
30 H 0.159

---

Record 4
Here is 2 unconnected molecules or ions with the total composition C12H17N at a distorted geometry from OMol25. Energies are from ωB97M-V with the def2-TZVPD basis set.

Structure (ORCA input):
```
! RIJCOSX wB97M-V def2-TZVPD def2/J DEFGRID3
* xyz 0 1
C 3.04143 1.84466 -1.26227
C 1.82351 0.96807 -1.25907
C 0.65420 1.06849 -1.94327
C 1.71830 -0.24892 -0.48623
C 0.51352 -0.88414 -0.85267
C 2.62996 -0.95061 0.30523
C 0.09536 -2.06599 -0.23005
C 2.25401 -2.14910 0.88060
C 0.99646 -2.71019 0.57761
N -0.18165 0.00809 -1.63870
H 3.17020 2.24943 -0.25073
H 3.00392 2.68881 -1.93752
H 0.29179 1.88796 -2.53606
H -1.04405 -0.21556 -2.10076
H 3.63664 -0.60517 0.48149
H -0.85176 -2.49026 -0.52421
H 2.92044 -2.66899 1.55386
H 0.77888 -3.65023 1.06002
H 3.89130 1.16922 -1.37045
C -2.44464 0.00983 1.13386
C -1.64136 1.32497 1.18298
C -3.89947 0.33516 0.81109
H -1.94354 -0.66471 0.44304
H -2.31299 -0.45708 2.11233
H -1.87623 1.84416 2.11119
H -3.99616 0.53616 -0.25192
H -4.55241 -0.49889 1.06146
H -1.89232 1.95886 0.32821
H -0.56199 1.17815 1.20321
H -4.22134 1.18782 1.39777
*
```

Values from the calculation:
E in Eh: -522.20659
Energy above the lowest of the compared OMol25 structures with the same formula, charge and spin in kJ/mol: 35.9
HOMO in eV: -7.89
SMILES: Cc1c[nH]c2ccccc12.CCC

For reference, the Mulliken charges in units of e are:
1 C -1.328
2 C 0.504
3 C -0.914
4 C 1.092
5 C -0.285
6 C -0.477
7 C -0.653
8 C -0.566
9 C -0.687
10 N 0.095
11 H 0.306
12 H 0.359
13 H 0.411
14 H 0.234
15 H 0.364
16 H 0.477
17 H 0.397
18 H 0.381
19 H 0.294
20 C 0.457
21 C -1.203
22 C -1.217
23 H -0.265
24 H 0.264
25 H 0.441
26 H 0.328
27 H 0.349
28 H 0.281
29 H 0.256
30 H 0.305

---

Record 5
Here is 2 unconnected molecules or ions with the total composition C12H17N at a distorted geometry from OMol25. Energies are from ωB97M-V with the def2-TZVPD basis set.

Structure (ORCA input):
```
! RIJCOSX wB97M-V def2-TZVPD def2/J DEFGRID3
* xyz 0 1
C 2.39724 -2.48481 1.11842
C 1.16141 -3.40294 1.17904
H 2.18954 -1.43555 1.33607
H 3.09126 -2.82490 1.92689
H 2.90882 -2.43053 0.15349
H 1.25509 -4.41807 0.83776
H 0.72517 -3.43654 2.18644
H 0.31092 -2.98586 0.57776
C -2.11705 -0.22604 1.56290
C -3.32592 -0.52753 0.60812
C -1.07247 0.57633 0.88068
C -0.79816 1.88387 1.27122
C -0.26464 0.45527 -0.30430
C 0.35894 1.69713 -0.58599
C -0.04834 -0.63345 -1.17909
C 1.22107 1.83108 -1.69940
C 0.84896 -0.50230 -2.18675
C 1.49262 0.72706 -2.42936
N 0.27850 2.43716 0.59965
H -2.53085 0.24012 2.46426
H -1.81534 -1.19218 2.00427
H -3.62795 0.26511 -0.10049
H -1.01463 2.42191 2.15596
H 0.57271 3.40208 0.63876
H -0.68004 -1.49591 -1.23626
H 1.70085 2.77936 -1.80608
H 0.97249 -1.24206 -2.98600
H 2.19635 0.88618 -3.29202
H -4.25287 -0.61668 1.16729
H -2.96718 -1.26846 -0.08985
*
```

Values from the calculation:
E in Eh: -522.16226
Energy above the lowest of the compared OMol25 structures with the same formula, charge and spin in kJ/mol: 152.3
HOMO in eV: -7.82
SMILES: CCc1c[nH]c2ccccc12.CC

For reference, the Mulliken charges in units of e are:
1 C -0.769
2 C -0.616
3 H 0.210
4 H 0.294
5 H 0.261
6 H 0.339
7 H 0.257
8 H 0.042
9 C -0.615
10 C -1.119
11 C 0.170
12 C -0.794
13 C 1.235
14 C -0.347
15 C -0.116
16 C -0.793
17 C -0.828
18 C -0.407
19 N -0.092
20 H 0.379
21 H 0.256
22 H 0.331
23 H 0.453
24 H 0.254
25 H 0.355
26 H 0.367
27 H 0.370
28 H 0.297
29 H 0.366
30 H 0.259

---

Record 6
Here is 2 unconnected molecules or ions with the total composition C12H17N at a distorted geometry from OMol25. Energies are from ωB97M-V with the def2-TZVPD basis set.

Structure (ORCA input):
```
! RIJCOSX wB97M-V def2-TZVPD def2/J DEFGRID3
* xyz 0 1
C 0.29527 1.53203 1.57635
C 1.92644 0.78266 -0.31339
C 1.49066 0.78667 1.07251
C 2.98123 -0.13317 -0.40737
C 2.27141 -0.10687 1.70627
C 1.59059 1.56346 -1.42436
C 2.28988 1.39271 -2.60034
C 3.30803 0.42474 -2.68184
C 3.63646 -0.37954 -1.60355
N 3.13211 -0.75527 0.82399
H 0.75175 2.24046 -1.30659
H 2.00748 1.95442 -3.47826
H 3.75742 0.20038 -3.63741
H -0.62189 1.03724 1.27204
H 0.25012 2.59898 1.37605
H 2.31492 -0.32787 2.76134
H 4.07022 -0.98520 1.12208
H 4.42509 -1.10794 -1.68708
H 0.31750 1.43842 2.67077
C -4.07825 -0.66097 0.30529
C -3.44440 -1.52963 -0.75111
C -3.55894 -0.99476 1.68232
H -3.95378 0.40072 0.06587
H -5.17018 -0.76040 0.33062
H -2.35123 -1.45540 -0.74558
H -3.68061 -2.05413 1.88159
H -2.52375 -0.69592 1.84167
H -3.73306 -1.31561 -1.77284
H -3.61976 -2.59670 -0.58766
H -4.08073 -0.49351 2.50863
*
```

Values from the calculation:
E in Eh: -522.20615
Energy above the lowest of the compared OMol25 structures with the same formula, charge and spin in kJ/mol: 37.1
HOMO in eV: -8.00
SMILES: Cc1c[nH]c2ccccc12.CCC

For reference, the Mulliken charges in units of e are:
1 C -1.290
2 C 0.824
3 C 0.486
4 C -0.121
5 C -0.615
6 C -0.486
7 C -0.561
8 C -0.410
9 C -0.686
10 N -0.231
11 H 0.363
12 H 0.381
13 H 0.356
14 H 0.167
15 H 0.360
16 H 0.410
17 H 0.278
18 H 0.375
19 H 0.391
20 C -0.123
21 C -1.122
22 C -1.050
23 H 0.256
24 H 0.280
25 H 0.278
26 H 0.328
27 H 0.197
28 H 0.332
29 H 0.316
30 H 0.316

---

Record 7
Here is 2 unconnected molecules or ions with the total composition C12H17N at a distorted geometry from OMol25. Energies are from ωB97M-V with the def2-TZVPD basis set.

Structure (ORCA input):
```
! RIJCOSX wB97M-V def2-TZVPD def2/J DEFGRID3
* xyz 0 1
C 0.27888 0.07521 3.60592
C 1.61002 -0.08477 2.90669
C -0.78170 -0.91267 3.10429
H 0.38788 0.00215 4.69634
H -0.12086 1.09168 3.48905
H 2.07558 -1.02772 3.21629
H -0.81234 -0.82444 2.01142
H 2.34583 0.68495 3.13072
H 1.46016 -0.19773 1.82932
H -0.41595 -1.93315 3.23305
H -1.75503 -0.69430 3.52955
C -2.50497 0.35526 -3.26641
C -0.41383 0.03089 -1.76318
C -1.23807 0.79584 -2.64518
C 0.61773 0.91061 -1.33019
C -0.77545 2.08304 -2.61948
C -0.38651 -1.32249 -1.38913
C 0.70397 -1.79401 -0.70431
C 1.86120 -0.97991 -0.50222
C 1.71845 0.36883 -0.65551
N 0.35200 2.15165 -1.82813
H -1.18810 -1.95564 -1.75120
H 0.62238 -2.82889 -0.38908
H 2.73387 -1.46741 -0.09764
H -3.44830 0.55670 -2.74883
H -2.44181 -0.71976 -3.47918
H -1.20396 2.86627 -3.22276
H 0.84229 3.00723 -1.65392
H 2.59882 0.97701 -0.45258
H -2.72221 0.78556 -4.25374
*
```

Values from the calculation:
E in Eh: -522.19321
Energy above the lowest of the compared OMol25 structures with the same formula, charge and spin in kJ/mol: 71.0
HOMO in eV: -7.85
SMILES: Cc1c[nH]c2ccccc12.CCC

For reference, the Mulliken charges in units of e are:
1 C -0.264
2 C -0.726
3 C -0.881
4 H 0.299
5 H 0.273
6 H 0.315
7 H 0.103
8 H 0.363
9 H -0.096
10 H 0.284
11 H 0.340
12 C -1.343
13 C 1.191
14 C 0.533
15 C -0.636
16 C -0.731
17 C -0.735
18 C -0.242
19 C -0.671
20 C -0.280
21 N 0.005
22 H 0.300
23 H 0.380
24 H 0.343
25 H 0.266
26 H 0.317
27 H 0.393
28 H 0.178
29 H 0.346
30 H 0.379